Formula: C41H69BCl2F7INO16
Source: OMol25
Level of theory: ωB97M-V/def2-TZVPD

```
138
Properties=species:S:1:pos:R:3:lowdin_charge:R:1
C 2.50941 2.54193 -1.48315 -0.12
C 1.47437 3.37883 -2.28717 -0.32
C 0.30090 3.91855 -1.40313 -0.52
I 1.04898 5.78027 -0.50434 0.85
B -1.10925 4.12896 -2.25258 -0.92
C -0.87625 5.36786 -3.31963 -0.02
C -1.60123 6.65935 -3.04738 -0.51
O -1.84275 7.15824 -2.03795 0.14
F -1.98244 7.35733 -4.19500 0.00
O -2.13693 4.21555 -1.20727 -0.07
C -3.31504 3.46414 -1.51473 -0.29
C -4.33792 4.58486 -1.89930 -0.08
C -4.83243 4.79385 -3.31872 -0.38
C -6.31241 4.43880 -3.62259 -0.05
N -4.15218 5.30705 -4.23982 0.17
C -3.67840 3.03978 -0.02043 -0.49
Cl -3.64571 4.54431 1.02820 0.71
C -5.01081 2.25917 0.20444 -0.67
C -5.92203 2.84229 1.31933 -0.20
Cl -6.07631 1.96517 -1.21542 0.73
C -2.76739 2.32055 -2.51128 -0.19
C -3.33587 2.09268 -3.92680 0.02
C -4.65020 1.32138 -4.10253 -0.51
O -5.35101 1.58824 -4.98299 0.15
F -5.00345 0.27601 -3.34324 0.07
C -2.26090 1.01299 -1.82438 -0.35
F -3.25049 0.36202 -1.15232 0.11
F -1.30735 1.26244 -0.93019 0.17
C -1.63697 -0.06925 -2.75312 -0.56
F -1.11520 -1.00657 -1.93456 0.14
F -2.50543 -0.72148 -3.51732 0.17
F -0.64214 0.32693 -3.50995 0.20
O -1.50594 2.86525 -2.89485 0.02
H 3.01697 1.86132 -2.15108 0.03
H 2.03402 1.96870 -0.68134 0.06
H 3.30483 3.19122 -1.08405 0.07
H 1.11768 2.82527 -3.17038 0.10
H 2.00972 4.26423 -2.66621 0.05
H 0.20680 3.23325 -0.55182 0.05
H -1.23234 5.02813 -4.31093 0.10
H 0.18686 5.61178 -3.47964 0.09
H -5.24473 4.54531 -1.27817 0.08
H -3.89200 5.54165 -1.60254 0.12
H -6.64637 5.08834 -4.44789 0.07
H -6.96477 4.68266 -2.77234 0.07
H -6.45579 3.40526 -3.95431 0.05
H -4.72207 5.33532 -5.08528 0.06
H -2.86901 2.45686 0.42260 0.10
H -4.74860 1.27128 0.59821 0.09
H -6.34793 3.81412 1.05371 0.06
H -6.77176 2.13871 1.37553 0.07
H -5.44887 2.80434 2.29957 0.04
H -3.44918 3.01500 -4.49602 0.12
H -2.61825 1.53757 -4.54997 0.14
O 3.34566 0.01626 -1.43701 0.08
C 3.31404 -0.87207 -0.62868 -0.50
O 3.33574 -0.57693 0.68284 0.01
C 3.12143 -1.54576 1.71382 -0.23
C 4.40082 -2.27680 2.06221 -0.06
C 3.33945 -2.32326 -1.05560 0.02
H 2.31188 -2.22627 1.44678 0.10
H 2.77913 -0.98522 2.58405 0.12
H 4.78881 -2.84156 1.21304 0.06
H 4.22883 -2.96958 2.88720 0.08
H 5.17681 -1.56707 2.35403 0.08
H 4.37102 -2.61717 -1.24817 0.09
H 2.76182 -2.41662 -1.97391 0.09
H 2.89440 -3.00682 -0.33449 0.06
O 3.50140 7.01091 -2.81308 0.08
C 4.19982 6.70179 -3.73387 -0.52
O 4.69688 5.44585 -3.79893 0.00
C 5.38767 4.91856 -4.92817 -0.24
C 6.85986 5.27789 -4.89453 -0.07
C 4.61168 7.71254 -4.78170 0.01
H 4.90383 5.22299 -5.85862 0.11
H 5.27781 3.83609 -4.86276 0.12
H 7.01227 6.35702 -4.94217 0.06
H 7.38610 4.81844 -5.73369 0.08
H 7.31165 4.93164 -3.96415 0.08
H 5.46103 8.28404 -4.40855 0.09
H 3.77337 8.38559 -4.95114 0.09
H 4.86233 7.27603 -5.74674 0.06
O -5.08983 1.26382 4.08620 0.11
C -5.67299 1.67257 5.05108 -0.52
O -6.96788 2.03528 4.93957 0.00
C -7.80035 2.37175 6.05000 -0.24
C -7.63931 3.82660 6.44118 -0.07
C -4.96022 1.87686 6.36737 0.01
H -7.62802 1.69149 6.88647 0.11
H -8.82324 2.19797 5.71611 0.12
H -6.62213 4.04588 6.76713 0.07
H -8.32352 4.08318 7.25202 0.08
H -7.84756 4.47263 5.58774 0.09
H -4.44442 2.83622 6.34507 0.10
H -4.22856 1.07984 6.48484 0.09
H -5.61244 1.83377 7.23723 0.07
O 1.50787 -4.77095 2.16844 0.09
C 1.85667 -5.75110 1.56409 -0.52
O 3.16754 -5.92468 1.29025 -0.01
C 3.70381 -7.12828 0.73642 -0.23
C 3.58904 -7.14192 -0.77398 -0.06
C 0.86480 -6.74719 1.02166 0.00
H 3.24739 -8.00674 1.19658 0.11
H 4.75667 -7.14092 1.02036 0.12
H 2.54781 -7.11444 -1.09762 0.07
H 4.05447 -8.04018 -1.18526 0.07
H 4.08023 -6.26544 -1.19927 0.08
H 0.47410 -6.38157 0.07293 0.11
H 0.04665 -6.83786 1.73423 0.10
H 1.26890 -7.73805 0.88866 0.03
O 5.60725 0.09697 5.35431 0.11
C 4.65370 -0.29337 5.97000 -0.53
O 4.37410 -1.61264 5.99218 -0.01
C 3.37963 -2.21343 6.82425 -0.24
C 2.00819 -2.14555 6.18315 -0.06
C 3.70859 0.67172 6.64556 0.01
H 3.39642 -1.77987 7.82637 0.11
H 3.67566 -3.25683 6.93320 0.12
H 1.68054 -1.11515 6.04106 0.07
H 1.27029 -2.65894 6.80191 0.08
H 2.02670 -2.61386 5.19794 0.08
H 3.00190 1.05037 5.90782 0.10
H 4.29310 1.50097 7.03925 0.09
H 3.16455 0.24529 7.48583 0.07
O 0.33605 -9.19459 -0.26955 0.10
C 0.88220 -10.22679 -0.55333 -0.51
O 1.93475 -10.63851 0.18167 -0.01
C 2.55093 -11.92306 0.04602 -0.23
C 3.58454 -11.92635 -1.06132 -0.06
C 0.47234 -11.02236 -1.76894 0.02
H 1.79893 -12.70356 -0.08017 0.11
H 3.04118 -12.11785 0.99949 0.12
H 3.13494 -11.71877 -2.03290 0.07
H 4.08580 -12.89392 -1.11392 0.08
H 4.33246 -11.15257 -0.88320 0.08
H 0.95177 -10.59595 -2.64950 0.10
H -0.60776 -10.94558 -1.87725 0.09
H 0.70573 -12.08273 -1.70482 0.07
```

For the energy relative to the best compared isomer or geometry (same formula, charge and spin), the calculation gives 0.0 kcal per mole. Its LUMO energy is 0.0480 Ha. The spin multiplicity is 1. As for the gap between HOMO and LUMO: 5.77 eV. The total charge is -1.